(1)
{
  "formula": "C4H8S2",
  "method": "ωB97M-V with the def2-TZVPD basis set",
  "e_above_lowest_ev": 4.284,
  "multiplicity": 1,
  "e_homo_ev": -7.50,
  "max_force_ha_per_bohr": 0.105,
  "symbols": ["C", "C", "C", "C", "S", "S", "H", "H", "H", "H", "H", "H", "H", "H"],
  "positions_angstrom": [[-1.95538, -1.08962, 0.58676], [0.90745, -0.61515, 0.01207], [0.31594, 0.64628, -0.47115], [-0.78340, 0.94004, 0.37832], [-3.29830, -1.01907, -0.17048], [-2.19473, 1.89845, 0.02066], [-1.21237, -1.89190, 0.80164], [1.90319, -0.72340, -0.33752], [1.12364, -0.51832, 1.08892], [0.28469, -1.49009, -0.21178], [1.12226, 1.43637, -0.43343], [-0.10625, 0.44536, -1.49425], [-0.57242, 0.97540, 1.49298], [-2.67768, 1.34319, -1.12816]],
  "atomic_forces_ev_per_a": [[3.14, 1.37, -0.66], [1.02, -0.94, 1.25], [0.86, 0.11, -2.34], [-3.99, -1.06, 3.51], [-1.08, -0.55, -0.05], [0.37, 0.65, -0.11], [-1.31, 0.41, 0.37], [0.87, -0.53, -1.01], [-0.62, -0.35, -0.02], [0.60, 0.29, 0.10], [-0.99, -0.42, -0.48], [0.82, 0.74, 0.51], [-0.23, 0.31, -1.44], [0.54, -0.04, 0.36]]
}

---

(2)
{
  "formula": "C2H3CdO2",
  "method": "ωB97M-V with the def2-TZVPD basis set",
  "e_above_lowest_ev": 0.000,
  "multiplicity": 2,
  "e_homo_ev": [-7.50, -8.99],
  "max_force_ha_per_bohr": 0.079,
  "symbols": ["C", "C", "O", "O", "H", "H", "Cd", "H"],
  "positions_angstrom": [[-0.87581, 0.47352, -0.00033], [-0.35789, -0.89189, 0.07798], [0.98135, -1.10569, 0.00450], [0.15344, 1.32117, -0.05652], [-1.04081, -1.04648, -0.89749], [-0.12926, 2.24154, -0.12220], [2.16834, 0.38120, 0.07067], [-0.89937, -1.37338, 0.92338]],
  "atomic_forces_ev_per_a": [[-0.74, 0.51, 0.98], [-0.94, 0.76, -0.90], [-2.32, -3.16, -0.09], [-0.52, 0.85, -0.37], [1.16, -0.75, 0.93], [-0.26, -0.12, -0.07], [3.51, 2.07, 0.16], [0.12, -0.15, -0.65]]
}

---

(3)
{
  "formula": "C11H14BHgN7O",
  "method": "ωB97M-V with the def2-TZVPD basis set",
  "multiplicity": 1,
  "e_homo_ev": [-15.00, -15.00],
  "max_force_ha_per_bohr": 0.084,
  "total_charge": 2,
  "symbols": ["C", "N", "N", "C", "C", "B", "N", "N", "C", "C", "C", "Hg", "N", "N", "C", "C", "C", "H", "H", "H", "H", "H", "H", "H", "H", "H", "H", "H", "C", "H", "H", "H", "O", "C", "N"],
  "positions_angstrom": [[-1.01696, 0.84823, 2.76747], [-0.49600, 0.63184, 1.54308], [-1.33084, 1.24458, 0.63061], [-2.30828, 1.91181, 1.29979], [-2.14654, 1.67098, 2.66126], [-1.24196, 1.17978, -0.93713], [0.25857, 1.33328, -1.33163], [1.27813, 0.68739, -0.66685], [2.42541, 1.07593, -1.25501], [2.15538, 2.01004, -2.27566], [0.76864, 2.14533, -2.29360], [1.74410, -0.16315, 1.93204], [-1.84188, -0.18118, -1.48145], [-1.23479, -1.32231, -1.02835], [-1.89581, -2.35730, -1.52806], [-2.94071, -1.90442, -2.35713], [-2.87820, -0.51271, -2.29953], [-1.63071, -3.37309, -1.30062], [-3.47748, 0.25083, -2.77055], [-3.62892, -2.50511, -2.90793], [-1.86237, 2.08303, -1.43686], [0.10203, 2.75047, -2.89978], [-3.01555, 2.53590, 0.76554], [2.87124, 2.51092, -2.90752], [-2.76344, 2.03185, 3.46054], [3.39512, 0.71331, -0.93181], [-0.59548, 0.40560, 3.65615], [2.44850, -1.62863, 0.16722], [3.38004, -1.47476, 0.72284], [4.14298, -1.37284, -0.06004], [3.41142, -0.50304, 1.34815], [3.53794, -2.35652, 1.35671], [2.24201, -3.48225, 4.04944], [1.46627, -2.79318, 3.45598], [0.67815, -2.09063, 2.85272]],
  "atomic_forces_ev_per_a": [[-0.51, 0.64, -1.17], [-0.12, -0.42, 0.68], [0.55, 0.46, -0.38], [0.51, -0.42, 0.67], [-0.05, -0.01, -0.59], [-0.69, 0.23, 1.00], [0.39, 1.80, -2.26], [2.64, 0.24, -1.04], [-1.13, -0.51, 0.91], [1.91, -0.24, -0.01], [-3.41, -1.27, 1.80], [-3.96, -1.26, 1.10], [-1.59, 0.21, -1.45], [0.04, -1.60, -0.04], [0.18, 0.47, 0.20], [0.35, -1.91, 0.40], [2.04, 3.25, 1.63], [0.14, -0.08, 0.06], [-0.08, -0.04, -0.04], [-0.34, -0.18, -0.29], [0.15, -0.20, 0.11], [0.24, -0.06, 0.04], [0.01, -0.29, 0.13], [0.00, 0.05, -0.06], [-0.10, 0.06, 0.09], [-0.28, 0.07, -0.05], [0.14, -0.04, -0.07], [-0.01, 0.02, 0.14], [0.22, -0.71, -0.75], [0.13, 0.16, 0.56], [1.47, -0.65, -0.67], [0.15, 0.51, -0.03], [-1.71, 1.18, -1.23], [2.10, -1.08, 1.37], [0.60, 1.64, -0.74]]
}

---

(4)
{
  "formula": "C9H14NO2",
  "method": "ωB97M-V with the def2-TZVPD basis set",
  "e_above_lowest_ev": 3.457,
  "multiplicity": 1,
  "e_homo_ev": -14.25,
  "max_force_ha_per_bohr": 0.083,
  "total_charge": 1,
  "symbols": ["C", "C", "C", "C", "C", "C", "C", "C", "C", "N", "O", "O", "H", "H", "H", "H", "H", "H", "H", "H", "H", "H", "H", "H", "H", "H"],
  "positions_angstrom": [[-2.16993, 1.40905, -0.65891], [-1.27252, 0.53206, -0.83016], [-3.72160, -1.72365, -0.17920], [-4.35063, 1.83832, 0.00322], [1.77853, -0.23969, 2.20286], [2.21586, -1.01415, -1.22988], [-0.18724, -0.29773, -1.19017], [0.99738, -0.97562, 1.10130], [1.20968, -0.28648, -0.32407], [-3.50497, 1.09201, -0.57591], [-4.84649, -1.96886, -0.28204], [-2.56526, -1.67424, -0.17314], [-1.90200, 2.38419, -0.59227], [-5.37155, 1.55531, 0.08017], [-4.07869, 2.60120, 0.68588], [1.41192, -0.49568, 3.19162], [1.64302, 0.80144, 2.14679], [2.88267, -0.29030, 1.99440], [2.70015, -0.36281, -2.04399], [3.03548, -1.44419, -0.68668], [1.66244, -1.87352, -1.72788], [-0.71395, -1.24259, -0.81894], [0.11685, -0.14958, -2.20110], [0.04896, -0.73657, 1.35756], [1.22980, -1.97743, 1.24953], [1.55267, 0.79430, -0.17620]],
  "atomic_forces_ev_per_a": [[-2.27, -1.87, 0.55], [3.20, -0.81, -0.62], [-1.59, -1.56, -0.84], [1.01, -0.85, 0.82], [1.52, -0.28, -1.05], [-0.60, -0.06, -1.83], [-0.01, 0.58, 2.28], [2.54, 3.31, -0.93], [0.24, 0.00, 0.89], [-1.86, -0.65, -0.76], [0.35, 0.80, 0.44], [0.90, 0.67, 0.48], [1.42, 3.13, 0.21], [-0.85, -0.42, -0.57], [0.49, 1.39, 0.27], [0.61, -0.55, 0.13], [-0.66, 1.59, -0.26], [-0.85, -0.61, 0.90], [-1.02, -0.83, 1.13], [0.31, -0.13, 0.53], [0.91, 0.90, 0.43], [0.81, 0.27, -1.02], [-0.44, -0.57, -1.04], [-3.50, -0.02, 0.69], [0.09, -2.04, -0.74], [-0.75, -1.40, -0.11]]
}

---

(5)
{
  "formula": "H26O13",
  "method": "ωB97M-V with the def2-TZVPD basis set",
  "e_above_lowest_ev": 12.525,
  "multiplicity": 1,
  "e_homo_ev": -6.46,
  "max_force_ha_per_bohr": 0.286,
  "symbols": ["H", "H", "H", "H", "H", "H", "H", "H", "H", "H", "H", "H", "H", "H", "H", "H", "H", "H", "H", "H", "H", "H", "H", "H", "H", "H", "O", "O", "O", "O", "O", "O", "O", "O", "O", "O", "O", "O", "O"],
  "positions_angstrom": [[-0.61363, -0.56914, 0.63838], [-0.88141, 0.56444, 1.38822], [-0.81084, -4.33826, 0.60002], [-1.95770, -4.91247, -0.21433], [0.96011, -1.07375, 3.10048], [-0.46957, -1.60918, 2.82769], [-3.02834, -2.72504, -0.75592], [-3.97353, -1.81623, -0.12159], [-2.91679, 1.09577, 3.44937], [-2.96964, 0.08338, 2.23894], [3.01628, 0.80765, 4.29696], [1.83861, 0.93086, 5.31642], [1.14750, 0.41352, -0.60816], [1.41432, 0.60929, 1.00466], [-0.23335, 1.41919, -4.16913], [-0.79537, 0.33313, -3.30558], [-3.49163, -0.82561, -1.65862], [-2.32942, -0.87038, -2.60454], [1.83263, 2.60703, -0.68076], [3.12998, 3.21997, -1.37223], [1.92724, 2.69749, -3.34458], [2.05184, 1.57598, -2.31307], [2.28361, -1.58188, -2.40866], [2.36289, -1.01987, -3.82474], [0.22414, 2.05401, 0.73426], [1.11929, 2.95281, 1.59351], [-0.14700, 0.03605, 1.24190], [-1.11673, -4.31054, -0.28076], [0.29803, -1.66128, 3.49372], [-3.06645, -1.96531, -0.12414], [-2.48727, 0.87642, 2.61490], [2.04397, 0.70531, 4.42615], [1.80568, 0.36203, 0.17094], [-1.03024, 0.79814, -4.12483], [-2.61742, -1.18331, -1.72686], [2.70522, 2.40074, -1.01950], [1.84417, 2.49314, -2.45172], [1.83927, -0.93030, -2.95536], [1.09154, 2.35621, 0.92860]],
  "atomic_forces_ev_per_a": [[0.91, -0.51, -0.15], [-2.35, 2.12, 1.67], [0.79, 0.15, 1.69], [2.41, 1.66, -0.33], [-0.26, -0.02, 0.20], [1.96, 0.04, 1.58], [0.66, 0.93, 1.18], [-2.75, 0.45, 0.75], [0.02, -0.16, -0.12], [0.72, 1.36, 0.87], [-1.20, -0.05, 0.38], [-0.03, 0.22, 1.06], [1.52, -0.18, 2.62], [-0.02, -0.14, -0.80], [-1.61, -1.01, -0.09], [-0.11, -0.04, -0.26], [-0.41, 0.52, -0.15], [-0.08, 0.14, -0.35], [0.79, 0.40, 0.84], [-0.85, -1.35, 1.09], [-0.52, 0.30, -4.00], [0.12, -0.34, -0.87], [-0.02, -0.05, 0.49], [-1.37, 0.37, 1.90], [-1.22, 0.02, 0.25], [-0.41, 3.09, 3.28], [-1.45, -2.30, -0.43], [-3.18, -1.90, -1.39], [-1.71, -0.16, -1.47], [-0.15, -4.86, 5.61], [-0.89, -1.22, -0.82], [1.28, -0.15, -1.56], [1.51, -2.27, -3.81], [1.88, 1.08, 0.44], [2.77, 3.04, -6.90], [8.93, 1.32, 11.60], [-7.33, 0.23, -9.50], [1.29, -0.12, -2.29], [0.39, -0.62, -2.20]]
}

---

(6)
{
  "formula": "C2H4O3",
  "method": "ωB97M-V with the def2-TZVPD basis set",
  "e_above_lowest_ev": 5.641,
  "multiplicity": 1,
  "e_homo_ev": -7.94,
  "max_force_ha_per_bohr": 0.077,
  "symbols": ["C", "C", "O", "O", "O", "H", "H", "H", "H"],
  "positions_angstrom": [[-0.89844, 0.16463, -0.62454], [-0.40845, -0.23993, 0.70279], [-1.45160, 0.82578, -1.35430], [0.39097, -2.19933, -0.60589], [-0.29468, -1.61294, -1.66057], [0.68913, -0.49974, 0.64052], [-0.97241, 0.36807, 1.34631], [-0.91531, -1.25942, 0.77781], [0.89829, -2.94017, -0.93827]],
  "atomic_forces_ev_per_a": [[1.81, -3.40, -0.80], [-0.81, -2.31, -1.99], [-0.67, 1.04, -0.38], [0.92, -0.98, 1.76], [-1.20, 2.63, -0.04], [-1.26, 0.86, 0.55], [0.39, 1.31, 1.57], [0.81, 0.99, 0.02], [0.00, -0.14, -0.70]]
}